1.
A 2-piece molecular cluster, C2H3NO2 overall at a distorted geometry. Source: OMol25; level of theory: ωB97M-V/def2-TZVPD.

ORCA input file:
```
! RIJCOSX wB97M-V def2-TZVPD def2/J DEFGRID3
* xyz 0 1
C -0.97 -0.21 0.01
N -0.88 1.01 -0.48
C 1.39 -0.43 0.18
O 1.48 0.68 -0.30
O 2.15 -1.28 0.48
H -0.39 1.69 0.10
H -0.94 -1.08 -0.65
H -1.83 -0.37 0.66
*
```

For the frontier orbital gap (alpha / beta), the calculation gives 7.368 / 7.935 eV. As for the LUMO energy (alpha / beta): -1.56 / -1.86 eV. The HOMO energy (alpha / beta) is -8.932 / -9.790 eV. For the energy relative to the best compared isomer or geometry (same formula, charge and spin), the calculation gives 104.2 kcal per mole. The calculation puts the strongest force on any atom at 0.143 hartree/bohr.

Atom charges from the natural (NBO) analysis, given in e for atoms 1 to 4:
1. C -0.21
2. N -0.46
3. C 0.94
4. O -0.54



2.
One molecule with the formula C21H25ClN2O5S at a distorted geometry. Source: OMol25; level of theory: ωB97M-V/def2-TZVPD.

ORCA input file:
```
! RIJCOSX wB97M-V def2-TZVPD def2/J DEFGRID3
* xyz 0 1
C -0.09 -0.79 3.85
H 0.45 -0.82 4.79
C -0.11 0.63 3.29
C -0.89 0.69 1.97
H -1.93 0.40 2.14
C -0.86 2.09 1.36
N -1.50 2.09 0.06
S -0.58 2.57 -1.24
O -1.33 2.21 -2.41
O -0.15 3.94 -1.13
C 0.84 1.50 -1.08
C 2.08 2.06 -0.85
C 3.20 1.24 -0.71
C 3.03 -0.16 -0.78
C 1.77 -0.69 -1.05
C 0.68 0.13 -1.20
H -0.30 -0.27 -1.41
H 1.69 -1.76 -1.12
O 4.07 -1.02 -0.60
C 5.22 -0.41 -0.05
C 5.50 0.93 -0.73
H 6.38 1.41 -0.31
O 4.42 1.81 -0.51
H 5.63 0.77 -1.81
H 6.04 -1.11 -0.20
H 5.07 -0.25 1.03
H 2.19 3.13 -0.78
C -2.93 2.27 -0.02
H -3.16 2.91 -0.87
C -3.60 0.90 -0.22
O -4.31 0.38 0.62
N -3.28 0.35 -1.40
H -2.62 0.85 -1.99
C -3.63 -1.01 -1.74
C -2.50 -1.95 -1.39
C -1.69 -2.51 -2.37
C -0.63 -3.33 -2.03
C -0.37 -3.57 -0.69
C -1.16 -3.01 0.30
C -2.23 -2.21 -0.05
H -2.86 -1.78 0.71
H -0.95 -3.21 1.34
Cl 0.98 -4.57 -0.25
H 0.00 -3.77 -2.79
H -1.90 -2.32 -3.41
H -4.52 -1.27 -1.16
H -3.86 -1.06 -2.81
H -3.32 2.73 0.89
H -1.35 2.81 2.02
H 0.17 2.42 1.20
H -0.46 -0.01 1.26
H 0.91 0.97 3.12
H -0.57 1.30 4.01
H -1.11 -1.14 4.02
H 0.40 -1.46 3.15
*
```

For the frontier orbital gap, the calculation gives 9.428 eV. As for the LUMO energy: 0.54 eV. The HOMO energy is -8.886 eV. For the energy relative to the best compared isomer or geometry (same formula, charge and spin), the calculation gives 0.0 kcal per mole. The calculation puts the strongest force on any atom at 0.022 hartree/bohr.

Atom charges from the natural (NBO) analysis, given in e for atoms 1 to 4:
1. C -0.60
2. H 0.21
3. C -0.39
4. C -0.41



3.
A 12-piece molecular cluster, C24H48O48S12 overall at a distorted geometry. Source: OMol25; level of theory: ωB97M-V/def2-TZVPD.

ORCA input file:
```
! RIJCOSX wB97M-V def2-TZVPD def2/J DEFGRID3
* xyz 0 1
C 1.38 -6.27 -0.82
C 0.98 -5.94 -2.31
O -0.38 -6.13 -2.46
S -1.17 -5.81 -1.00
O -2.35 -6.67 -0.76
O -1.17 -4.42 -0.68
O 0.11 -6.54 -0.26
H 1.75 -5.29 -0.49
H 2.11 -7.07 -0.74
H 1.46 -6.68 -2.95
H 1.27 -4.99 -2.75
C 0.12 -2.26 -6.71
C 1.01 -2.33 -5.55
O 0.90 -3.65 -4.99
S -0.46 -4.47 -5.51
O -1.44 -4.71 -4.49
O -0.05 -5.50 -6.40
O -0.95 -3.07 -6.24
H 0.53 -2.86 -7.51
H -0.05 -1.24 -7.06
H 0.59 -1.68 -4.78
H 2.05 -2.23 -5.86
C 4.34 1.25 1.30
C 4.34 0.75 -0.18
O 5.27 -0.23 -0.31
S 5.18 -1.24 1.06
O 6.53 -1.52 1.53
O 4.31 -2.42 0.94
O 4.47 -0.09 1.93
H 3.43 1.74 1.65
H 5.21 1.88 1.42
H 4.62 1.54 -0.88
H 3.42 0.30 -0.55
C -5.64 -2.63 -0.13
C -6.11 -3.41 1.17
O -5.82 -2.55 2.25
S -4.66 -1.46 1.84
O -3.39 -1.65 2.46
O -5.27 -0.13 2.04
O -4.64 -1.82 0.23
H -6.42 -2.05 -0.62
H -5.34 -3.29 -0.95
H -5.52 -4.32 1.30
H -7.19 -3.48 1.05
C -1.95 -0.33 5.38
C -0.88 0.00 4.18
O 0.24 -0.41 4.91
S 0.07 -1.91 5.68
O 1.04 -2.11 6.79
O 0.00 -2.91 4.57
O -1.44 -1.44 6.17
H -2.84 -0.84 5.00
H -2.18 0.55 5.99
H -0.98 1.00 3.75
H -1.15 -0.66 3.36
C -1.59 3.46 -2.04
C -2.07 3.30 -0.60
O -3.06 2.40 -0.53
S -3.47 1.74 -1.98
O -4.48 2.55 -2.69
O -3.61 0.27 -1.86
O -1.91 2.16 -2.55
H -0.56 3.71 -2.30
H -2.21 4.13 -2.64
H -2.49 4.21 -0.16
H -1.26 3.00 0.07
C 5.26 1.17 -4.79
C 4.40 2.19 -4.11
O 3.87 1.31 -3.15
S 3.18 0.07 -3.87
O 1.96 0.46 -4.66
O 3.17 -1.07 -2.97
O 4.51 0.00 -4.85
H 6.25 1.02 -4.37
H 5.46 1.33 -5.85
H 3.69 2.77 -4.70
H 4.96 3.05 -3.72
C 0.29 5.78 -4.21
C 0.42 7.01 -3.32
O 1.74 7.37 -3.70
S 2.74 6.07 -3.72
O 2.88 5.58 -2.39
O 3.82 6.25 -4.66
O 1.48 5.21 -4.42
H -0.32 6.05 -5.07
H -0.22 4.86 -3.92
H 0.20 6.71 -2.30
H -0.30 7.81 -3.52
C -4.99 5.15 3.58
C -5.49 3.73 3.93
O -4.65 3.41 5.12
S -3.13 4.15 5.05
O -2.23 3.34 4.24
O -2.73 4.63 6.37
O -3.72 5.43 4.13
H -5.65 5.96 3.88
H -4.80 5.37 2.53
H -5.31 2.98 3.16
H -6.51 3.91 4.27
C 0.84 -6.20 3.38
C 1.48 -7.46 2.76
O 1.77 -8.30 3.84
S 1.71 -7.62 5.35
O 3.02 -7.80 6.00
O 0.52 -8.12 5.96
O 1.45 -6.10 4.70
H -0.23 -6.36 3.50
H 1.08 -5.40 2.68
H 2.35 -7.16 2.17
H 0.81 -8.11 2.19
C 1.89 4.54 3.10
C 2.33 5.04 1.75
O 1.32 5.85 1.22
S 0.03 6.01 2.23
O -1.19 5.70 1.54
O 0.18 7.21 3.07
O 0.53 4.63 3.07
H 2.17 5.19 3.92
H 2.20 3.51 3.24
H 2.34 4.18 1.09
H 3.29 5.54 1.66
C -1.07 -0.86 -0.43
C 0.24 -1.57 -0.47
O 1.12 -0.68 0.16
S 0.59 0.90 0.11
O 0.65 1.42 -1.27
O 0.95 1.67 1.31
O -0.89 0.28 0.43
H -1.94 -1.46 -0.18
H -1.31 -0.57 -1.45
H 0.65 -1.70 -1.47
H 0.24 -2.48 0.12
*
```

For the frontier orbital gap, the calculation gives 10.371 eV. As for the LUMO energy: -0.20 eV. The HOMO energy is -10.571 eV. For the energy relative to the best compared isomer or geometry (same formula, charge and spin), the calculation gives 231.1 kcal per mole. The calculation puts the strongest force on any atom at 0.107 hartree/bohr.

Atom charges from the Mulliken analysis, given in e for atoms 1 to 4:
1. C -0.22
2. C -0.36
3. O -0.24
4. S 0.85



4.
C3H6NO3P as an isolated structure at a distorted geometry. Source: OMol25; level of theory: ωB97M-V/def2-TZVPD.

ORCA input file:
```
! RIJCOSX wB97M-V def2-TZVPD def2/J DEFGRID3
* xyz 0 1
C 0.73 -0.98 -0.75
C -0.86 -1.09 1.33
C 0.29 -0.61 0.53
N -0.53 1.55 -1.03
O 1.00 0.33 1.08
O 0.22 -1.71 -1.55
O 1.96 -0.26 -0.91
P 2.31 0.74 0.31
H -0.57 -1.11 2.41
H -1.76 -0.39 1.22
H -1.19 -2.08 0.87
H -1.15 1.50 -1.86
H 0.37 1.94 -1.36
H -0.82 2.17 -0.28
*
```

For the frontier orbital gap (alpha / beta), the calculation gives 7.100 / 7.473 eV. As for the LUMO energy (alpha / beta): -0.42 / -0.38 eV. The HOMO energy (alpha / beta) is -7.524 / -7.850 eV. For the energy relative to the best compared isomer or geometry (same formula, charge and spin), the calculation gives 19.3 kcal per mole. The calculation puts the strongest force on any atom at 0.043 hartree/bohr.

Atom charges from the natural (NBO) analysis, given in e for atoms 1 to 4:
1. C 0.66
2. C -0.67
3. C 0.24
4. N -1.10



5.
A 2-piece molecular cluster, C3H7NO overall at a distorted geometry. Source: OMol25; level of theory: ωB97M-V/def2-TZVPD.

ORCA input file:
```
! RIJCOSX wB97M-V def2-TZVPD def2/J DEFGRID3
* xyz 0 1
N 3.13 0.44 -0.22
C 2.04 0.31 0.09
C 0.60 -1.32 1.17
C 0.65 0.01 0.42
H 1.43 -1.40 1.89
H 0.69 -2.15 0.44
H -0.35 -1.44 1.72
H 0.27 0.77 1.12
H 0.00 0.01 -0.47
O -2.86 1.95 -2.24
H -3.21 1.69 -1.36
H -2.40 1.14 -2.57
*
```

For the frontier orbital gap, the calculation gives 12.105 eV. As for the LUMO energy: 0.34 eV. The HOMO energy is -11.766 eV. For the energy relative to the best compared isomer or geometry (same formula, charge and spin), the calculation gives 26.7 kcal per mole. The calculation puts the strongest force on any atom at 0.025 hartree/bohr.

Atom charges from the natural (NBO) analysis, given in e for atoms 1 to 4:
1. N -0.32
2. C 0.28
3. C -0.59
4. C -0.51



6.
C26H26IN9O6S2Ti as an isolated structure at a distorted geometry. Source: OMol25; level of theory: ωB97M-V/def2-TZVPD.

ORCA input file:
```
! RIJCOSX wB97M-V def2-TZVPD def2/J DEFGRID3
* xyz 1 2
Ti -0.24 0.01 -0.28
C -4.23 1.48 -1.63
C -3.43 2.39 -0.75
N -4.02 3.42 -0.18
C -3.31 4.25 0.61
C -1.97 4.10 0.86
C -1.27 5.13 1.69
O -0.55 4.49 2.77
C -1.33 3.00 0.28
C 0.10 2.80 0.49
N 0.76 1.74 0.21
C 2.20 1.91 0.25
C 2.85 2.25 1.41
C 4.23 2.42 1.40
C 4.94 2.25 0.22
C 4.29 1.92 -0.95
C 2.91 1.75 -0.93
I 1.87 1.17 -2.64
C -2.05 2.14 -0.52
O -1.48 1.07 -1.09
H -5.29 1.69 -1.49
H -4.03 0.43 -1.40
H -3.97 1.64 -2.68
H -3.86 5.07 1.06
H -2.01 5.83 2.09
H -0.57 5.71 1.07
H -0.23 5.18 3.35
H 0.66 3.64 0.90
H 2.28 2.36 2.33
H 4.75 2.68 2.32
H 6.02 2.39 0.22
H 4.84 1.79 -1.87
O -5.73 0.15 2.19
C -5.18 0.93 3.11
O -5.84 1.52 3.92
C -3.69 1.09 3.10
C -3.10 2.03 3.91
N -1.78 1.96 3.68
N -1.44 1.04 2.77
C -2.60 0.49 2.42
C -2.61 -0.52 1.34
O -3.65 -0.99 0.92
O -1.43 -0.86 0.83
H -5.03 -0.25 1.63
H -3.55 2.72 4.60
H -1.08 2.62 3.98
N 0.52 -1.82 2.73
N 1.88 -2.08 2.90
C 2.74 -1.91 1.88
N 4.01 -2.28 2.12
S 2.35 -1.25 0.38
H 0.23 -0.98 3.20
H -0.04 -2.61 3.02
H 2.22 -2.42 3.78
H 4.28 -2.75 2.97
H 4.68 -2.18 1.39
N 0.48 -5.36 -4.89
C 0.07 -5.48 -3.62
S -0.30 -6.91 -2.92
C -0.04 -4.16 -2.89
C 0.02 -4.12 -1.50
C -0.08 -2.91 -0.86
N -0.20 -1.74 -1.52
C -0.31 -1.79 -2.85
C -0.23 -2.97 -3.56
H 0.57 -6.19 -5.45
H 0.81 -4.49 -5.28
H 0.13 -5.04 -0.94
H -0.06 -2.85 0.22
H -0.47 -0.85 -3.36
H -0.36 -2.92 -4.64
*
```

For the frontier orbital gap (alpha / beta), the calculation gives 7.445 / 7.558 eV. As for the LUMO energy (alpha / beta): -3.21 / -3.30 eV. The HOMO energy (alpha / beta) is -10.659 / -10.854 eV. For the energy relative to the best compared isomer or geometry (same formula, charge and spin), the calculation gives 29.7 kcal per mole. The calculation puts the strongest force on any atom at 0.047 hartree/bohr.

Atom charges from the Mulliken analysis, given in e for atoms 1 to 4:
1. Ti 0.33
2. C -1.37
3. C 0.79
4. N -0.59